75
Properties=species:S:1:pos:R:3 method="wB97M-V/def2-TZVPD" homo_ev="-5.9 / -8.5" molar_mass_g_mol=722.769 multiplicity=6
Ru 0.49359 -0.47223 0.82373
O -1.52601 2.89702 4.46178
C -1.13520 3.70943 3.46383
C -1.50946 5.05127 3.54454
C -1.15282 5.93467 2.54639
C -0.41844 5.50500 1.44172
C -0.05226 4.17749 1.35321
C -0.40170 3.26417 2.35230
C -0.01994 1.85360 2.18537
O 0.51799 1.50904 1.03927
N -0.21788 1.00588 3.15333
N 0.21846 -0.26176 2.77549
C 0.28128 -1.19359 3.68699
C 0.92665 -2.43721 3.54683
C 0.96568 -3.27868 4.68408
C 1.76377 -4.37716 4.75689
C 2.59874 -4.68752 3.64918
C 2.52463 -3.92522 2.53909
N 1.69807 -2.82803 2.44983
H -1.15821 2.00092 4.28966
H -2.08084 5.36984 4.40626
H -1.44987 6.97282 2.62784
H -0.13466 6.20373 0.66682
H 0.51018 3.80817 0.50662
H -0.15410 -0.98257 4.65823
H 0.34809 -2.99201 5.52447
H 1.77262 -4.98950 5.64676
H 3.27905 -5.52547 3.66359
H 3.09959 -4.12030 1.64434
C -3.86041 3.26596 1.06820
C -3.64743 1.85893 0.53001
N -2.64825 1.77530 -0.54388
C -2.71559 2.78689 -1.60660
C -3.65111 2.36273 -2.72896
C -1.84259 0.72270 -0.70361
S -1.90060 -0.59774 0.42755
N -1.10578 0.71269 -1.82459
C -0.01572 0.00892 -2.03244
O 0.76252 -0.51021 -1.16445
C 0.38787 -0.19630 -3.44937
C -0.13467 0.60428 -4.46127
C 0.23939 0.38883 -5.77717
C 1.12344 -0.63694 -6.08837
C 1.63792 -1.44121 -5.08124
C 1.27791 -1.21881 -3.76170
H -4.34053 3.19630 2.04385
H -4.50385 3.87158 0.42989
H -2.91213 3.78682 1.20868
H -4.58952 1.44257 0.15865
H -3.31341 1.20613 1.33127
H -1.70849 2.96563 -1.97437
H -3.05934 3.71048 -1.14892
H -3.30034 1.43955 -3.18768
H -3.69676 3.13637 -3.49667
H -4.66410 2.20741 -2.35342
H -0.82729 1.39370 -4.20256
H -0.15753 1.01880 -6.56253
H 1.41035 -0.80899 -7.11799
H 2.32235 -2.24516 -5.32022
H 1.67785 -1.83920 -2.97143
O -0.06701 -4.16857 0.70485
C 0.91222 -3.58118 0.31017
N 1.46122 -2.40365 1.10895
C 2.73589 -1.93643 0.42111
O 3.21656 -0.86867 0.80283
C 2.89978 -2.79575 -0.67770
C 3.89535 -2.76467 -1.68586
C 3.82019 -3.67066 -2.70272
C 2.75448 -4.61980 -2.78304
C 1.76637 -4.64726 -1.83835
C 1.82618 -3.73152 -0.76946
H 4.69019 -2.03248 -1.63524
H 4.57733 -3.66883 -3.47676
H 2.73304 -5.31832 -3.60900
H 0.94705 -5.35201 -1.89688